(1)
{"formula": "C3H13NO3", "method": "wB97M-V/def2-TZVPD", "homo_lumo_gap_ev": 9.782, "smiles": "C=CCN.O.O.O", "lumo_ev": 0.56, "total_energy_ev": -10952.8547, "largest_force_ev_per_a": 3.06, "homo_energy_ev": -9.23, "symbols": ["C", "C", "C", "N", "H", "H", "H", "H", "H", "H", "H", "O", "H", "H", "O", "H", "H", "O", "H", "H"], "xyz": [[0.53625, -3.85272, 0.32482], [0.92052, -2.58268, 0.24095], [0.54540, -1.52200, -0.79788], [1.39906, -0.36328, -0.63244], [0.84343, -4.45706, 1.15174], [0.14758, -4.22677, -0.57670], [1.56201, -2.10837, 1.07013], [-0.51028, -1.25599, -0.57241], [0.55958, -2.10836, -1.72884], [1.16114, 0.32006, -1.36413], [2.38712, -0.47207, -0.55825], [-2.20675, 2.09022, -1.01538], [-2.81704, 1.33801, -1.22241], [-2.22268, 2.76343, -1.73115], [0.06043, 3.56427, 0.85121], [-0.80716, 3.83658, 0.38153], [0.17558, 4.29578, 1.54370], [-0.60326, 0.66736, 1.09238], [0.15133, 0.19898, 0.62160], [-0.44052, 1.58831, 1.37923]], "atomic_forces_ev_per_a": [[1.25, 1.65, -0.30], [0.97, 1.55, 2.05], [-0.06, -2.28, 0.92], [-1.54, 1.01, -1.14], [-0.06, -0.42, 0.14], [-1.08, -1.09, -0.66], [-1.15, -0.86, -0.93], [0.63, 0.15, -0.34], [0.08, 0.77, -0.45], [0.47, -0.26, 0.64], [0.47, -0.57, -0.16], [-0.43, 0.03, -0.62], [0.83, 1.30, 0.02], [-0.40, -1.11, 0.47], [-1.85, 2.40, 0.44], [2.04, -0.88, 1.12], [-0.21, -1.58, -1.48], [-0.01, -0.82, 0.07], [-0.56, 1.88, 1.02], [0.62, -0.87, -0.80]], "nbo_charge": [-0.43, -0.15, -0.29, -0.85, 0.21, 0.19, 0.19, 0.22, 0.18, 0.38, 0.38, -0.95, 0.49, 0.47, -0.95, 0.49, 0.47, -1.03, 0.49, 0.50]}

=====

(2)
{"formula": "C2HKLiO3", "method": "wB97M-V/def2-TZVPD", "homo_lumo_gap_ev": 7.192, "lumo_ev": -3.45, "total_energy_ev": -24757.3171, "largest_force_ev_per_a": 0.86, "homo_energy_ev": -10.64, "charge": 1, "symbols": ["O", "C", "O", "C", "O", "Li", "H", "K"], "xyz": [[-1.46232, 0.90978, 0.10585], [-0.32164, 1.41192, -0.00714], [-0.47446, -2.00147, -0.03161], [0.64445, -1.70939, -0.14398], [1.77798, -1.46995, -0.13991], [-2.11768, -0.78263, 0.25316], [-0.41427, 2.51742, -0.27118], [2.36795, 1.12432, 0.23482]], "atomic_forces_ev_per_a": [[-0.18, -0.31, 0.00], [-0.24, -0.19, -0.08], [-0.11, 0.08, -0.36], [0.35, 0.11, 0.78], [-0.40, -0.24, -0.41], [0.16, 0.41, -0.06], [-0.10, -0.15, 0.08], [0.54, 0.28, 0.05]], "nbo_charge": [-0.83, -0.14, -0.58, 1.09, -0.52, 0.97, 0.05, 0.95]}